Entry a
C3H10NO2 | wB97M-V/def2-TZVPD

The geometry in XYZ format:
```
16
Properties=species:S:1:pos:R:3:lowdin_charge:R:1
O 0.761 -2.133 0.925 -0.392
O -1.430 -1.149 0.660 -0.216
N 1.195 -0.285 -1.090 0.006
C -1.345 -0.091 -0.220 -0.308
C 0.071 0.577 -0.711 -0.440
C 0.370 1.606 0.349 -0.106
H 0.918 -1.886 1.853 -0.062
H 0.060 1.237 -1.595 0.106
H 0.603 0.890 1.175 0.106
H -1.782 0.893 0.283 0.097
H 1.473 -0.809 -0.290 -0.004
H 0.940 -1.142 -1.515 0.040
H -0.524 -1.711 0.995 0.000
H -0.503 2.166 0.361 0.031
H 1.111 2.238 0.031 0.034
H -1.917 -0.401 -1.210 0.108
```

Values from the calculation:
Highest occupied orbital energy: -3.6902 eV
Net charge: -1
LUMO: 4.269 eV

=====

Entry b
C3H10NO2 | wB97M-V/def2-TZVPD

The geometry in XYZ format:
```
16
Properties=species:S:1:pos:R:3:lowdin_charge:R:1
O 2.538 -0.390 1.710 -0.153
O -2.391 0.516 -1.235 -0.321
N 0.393 -0.070 -0.675 -0.160
C 0.535 -1.472 -0.447 -0.205
C -1.699 1.320 -0.493 -0.621
C -0.488 0.666 0.288 -0.270
H 1.265 -1.835 -1.079 0.032
H 2.654 -0.078 0.776 0.037
H 0.086 1.507 0.730 0.083
H -0.430 -2.042 -0.669 0.093
H -1.153 2.216 -1.068 0.082
H 0.726 -1.750 0.659 0.078
H -0.204 0.042 -1.517 0.086
H -0.935 -0.039 1.059 0.108
H -2.396 1.897 0.279 0.085
H 1.500 -0.489 1.681 0.047
```

Values from the calculation:
Highest occupied orbital energy: -2.7251 eV
Net charge: -1
LUMO: 4.004 eV

=====

Verdict on stability: entry b comes out on top.

=====

Entry a
C3H10NO2 | wB97M-V/def2-TZVPD

The geometry in XYZ format:
```
16
Properties=species:S:1:pos:R:3:lowdin_charge:R:1
O 1.696 2.572 -0.467 -0.125
O -0.904 -1.733 -1.431 -0.350
N -0.051 0.411 0.091 -0.145
C -0.551 -1.998 -0.171 -0.561
C -0.748 1.061 1.234 -0.144
C 0.425 -0.926 0.474 -0.253
H -1.054 2.070 0.949 0.060
H 0.302 -1.235 1.515 0.084
H -0.048 -2.993 -0.053 0.072
H 1.081 1.791 -0.370 -0.006
H -0.159 1.018 2.142 0.066
H -1.408 -2.037 0.567 0.068
H 1.112 3.324 -0.315 0.002
H -1.710 0.570 1.415 0.068
H -0.849 0.120 -0.481 0.075
H 1.410 -1.162 0.073 0.090
```

Values from the calculation:
Highest occupied orbital energy: -2.6345 eV
Net charge: -1
LUMO: 3.901 eV

=====

Entry b
C3H10NO2 | wB97M-V/def2-TZVPD

The geometry in XYZ format:
```
16
Properties=species:S:1:pos:R:3:lowdin_charge:R:1
O 2.696 1.657 0.796 -0.190
O 1.394 0.846 -1.149 -0.289
N -0.659 -0.344 -1.010 -0.086
C -0.615 -0.379 0.437 -0.349
C -1.637 -1.406 1.015 -0.126
C 0.119 0.872 -1.533 -0.487
H -0.469 1.734 -1.110 0.090
H 0.036 -1.029 -1.314 0.080
H 0.034 0.873 -2.644 0.080
H -1.630 -1.287 2.094 0.049
H 0.350 -0.686 0.870 0.096
H -2.547 -1.240 0.438 0.053
H 2.872 0.931 1.408 -0.020
H -0.806 0.602 0.872 0.101
H 2.126 1.269 0.026 -0.055
H -1.262 -2.412 0.803 0.051
```

Values from the calculation:
Highest occupied orbital energy: -3.5084 eV
Net charge: -1
LUMO: 4.125 eV

=====

Verdict on stability: entry b comes out on top.

=====

Entry a
CHBrO | wB97M-V/def2-TZVPD

The geometry in XYZ format:
```
4
Properties=species:S:1:pos:R:3:lowdin_charge:R:1
Br 2.157 0.482 0.111 0.213
O -1.710 -0.674 0.268 0.111
C -1.078 0.038 -0.314 -0.012
H 0.631 0.154 -0.065 -0.312
```

Values from the calculation:
Highest occupied orbital energy: -10.6602 eV
Net charge: 0
LUMO: -0.255 eV

=====

Entry b
CHBrO | wB97M-V/def2-TZVPD

The geometry in XYZ format:
```
4
Properties=species:S:1:pos:R:3:lowdin_charge:R:1
Br -0.261 0.911 -0.294 1.017
O -0.201 -0.952 -0.488 -0.632
C -0.234 1.514 1.294 -0.441
H 0.696 -1.473 -0.511 0.056
```

Values from the calculation:
Highest occupied orbital energy: -9.2130 eV
Net charge: 0
LUMO: -0.967 eV

=====

Verdict on stability: entry a comes out on top.

=====

Entry a
C5H12NOS | wB97M-V/def2-TZVPD

The geometry in XYZ format:
```
20
Properties=species:S:1:pos:R:3:lowdin_charge:R:1
S 3.295 0.542 -1.795 0.600
O -2.875 0.550 -0.162 -0.335
N -0.559 0.525 1.092 -0.101
C 0.567 0.300 -1.147 -0.269
C -0.922 -0.353 2.197 -0.163
C -2.003 -0.158 -0.863 -0.486
C -0.531 -0.191 -0.187 -0.358
C 1.939 0.099 -0.536 -0.529
H -0.149 -1.189 0.053 0.107
H 4.359 0.672 -1.009 -0.208
H 0.603 1.397 -1.226 0.110
H 2.140 0.762 0.298 0.057
H -1.915 -0.810 2.185 0.068
H -1.935 0.195 -1.935 0.078
H -2.205 -1.263 -0.928 0.070
H -0.274 -1.244 2.145 0.062
H -0.790 0.118 3.175 0.058
H 0.401 -0.212 -2.093 0.103
H 2.190 -0.926 -0.251 0.056
H -1.335 1.188 0.987 0.079
```

Values from the calculation:
SMILES string: CN[C@@H](C[O-])CCS
Highest occupied orbital energy: -2.7251 eV
Net charge: -1
LUMO: 2.955 eV

=====

Entry b
C5H12NOS | wB97M-V/def2-TZVPD

The geometry in XYZ format:
```
20
Properties=species:S:1:pos:R:3:lowdin_charge:R:1
S -1.988 3.760 1.459 -0.146
O 1.622 -1.081 0.028 -0.254
N -0.917 0.488 0.526 -0.010
C 0.011 1.610 0.550 -0.294
C 0.513 -1.127 -0.668 -0.483
C -0.732 -1.907 0.189 -0.061
C 0.580 1.899 -0.836 -0.086
C -0.849 -0.552 -0.455 -0.364
H 0.783 -1.311 -1.722 0.112
H -1.770 0.841 0.932 0.084
H 1.365 -3.839 0.768 0.022
H 1.453 1.256 -0.969 0.063
H -0.536 2.538 0.876 -0.137
H 0.897 2.931 -0.996 0.071
H -1.249 -2.798 -0.159 0.046
H 0.784 1.525 1.342 0.131
H -1.319 -0.399 -1.425 0.127
H -0.534 -1.911 1.250 0.073
H 1.971 -3.443 0.937 0.028
H -0.086 1.520 -1.627 0.077
```

Values from the calculation:
Highest occupied orbital energy: -2.6306 eV
Net charge: -1
LUMO: 0.597 eV

=====

Verdict on stability: entry a comes out on top.

=====

Entry a
C4H12S2 | wB97M-V/def2-TZVPD

The geometry in XYZ format:
```
18
Properties=species:S:1:pos:R:3:lowdin_charge:R:1
S 2.886 3.131 -1.885 0.695
S -2.667 -3.794 1.754 0.680
C -0.209 -2.883 2.567 -0.191
C 1.173 3.205 -2.363 -0.663
C 0.159 3.144 -1.216 -0.182
C -1.046 -3.101 1.314 -0.630
H 0.038 4.148 -0.803 0.066
H -1.152 -2.228 0.671 0.065
H -0.579 -3.548 3.351 0.050
H 0.971 4.144 -2.893 0.062
H -3.418 -3.282 0.773 -0.164
H -0.523 -3.823 0.682 0.055
H 0.852 -3.018 2.412 0.065
H 0.861 2.535 -3.152 0.063
H 3.423 1.973 -2.269 -0.167
H 0.411 2.492 -0.387 0.057
H -0.816 2.809 -1.583 0.068
H -0.363 -1.905 3.028 0.070
```

Values from the calculation:
SMILES string: CCS.CCS
Highest occupied orbital energy: -9.0310 eV
Net charge: 0
LUMO: 0.671 eV

=====

Entry b
C4H12S2 | wB97M-V/def2-TZVPD

The geometry in XYZ format:
```
18
Properties=species:S:1:pos:R:3:lowdin_charge:R:1
S 0.238 -0.587 -1.791 0.363
S -0.614 0.992 -2.749 0.316
C -1.630 0.807 1.271 -0.119
C -0.139 0.410 1.312 -0.360
C 0.026 -1.068 1.568 -0.153
C 2.001 -0.398 -2.191 -0.438
H 0.292 0.854 0.420 0.044
H -2.091 0.595 0.309 0.046
H -1.786 0.942 -2.101 -0.202
H 0.288 0.959 2.159 0.099
H 1.083 -1.363 1.540 0.070
H -0.231 -1.286 2.591 0.067
H 2.474 0.335 -1.543 0.034
H -1.809 1.826 1.600 0.065
H 2.449 -1.361 -1.970 0.030
H -0.454 -1.668 0.798 0.047
H 2.037 -0.200 -3.258 0.022
H -2.135 0.210 2.035 0.067
```

Values from the calculation:
SMILES string: CCC.CSS
Highest occupied orbital energy: -8.0287 eV
Net charge: 0
LUMO: 0.671 eV

=====

Entry c
C4H12S2 | wB97M-V/def2-TZVPD

The geometry in XYZ format:
```
18
Properties=species:S:1:pos:R:3:lowdin_charge:R:1
S 3.325 1.344 -1.137 0.723
S -1.889 -1.918 1.892 0.693
C 3.807 0.747 -2.816 -0.426
C -2.997 -0.962 0.850 -0.476
C 1.548 1.341 -1.492 -0.464
C -2.222 -1.093 3.532 -0.398
H -1.698 -1.645 4.336 0.035
H 2.988 0.596 -3.521 0.028
H 1.201 2.274 -1.930 0.030
H -4.046 -1.195 1.036 0.026
H -1.842 -0.047 3.619 0.041
H 1.059 1.040 -0.545 0.027
H -2.814 -1.172 -0.204 0.028
H 4.588 1.405 -3.206 0.021
H -3.036 0.115 1.050 0.039
H -3.305 -1.067 3.451 0.011
H 1.163 0.532 -2.117 0.032
H 4.170 -0.295 -2.799 0.029
```

Values from the calculation:
SMILES string: CSC.CSC
Highest occupied orbital energy: -8.5073 eV
Net charge: 0
LUMO: 0.815 eV

=====

Verdict on stability: entry b comes out on top.

=====

Entry a
C4H9NOS2 | wB97M-V/def2-TZVPD

The geometry in XYZ format:
```
17
Properties=species:S:1:pos:R:3:lowdin_charge:R:1
S 1.369 -0.723 1.847 0.813
S -2.574 -0.320 0.393 0.496
O 1.910 -0.020 -1.518 0.065
N 0.070 1.011 -0.702 -0.008
C 0.733 2.212 -0.206 -0.073
C 0.793 -0.099 -1.042 -0.575
C 0.092 -1.561 0.923 -0.670
C 0.114 -1.371 -0.600 -0.223
H -0.866 0.816 -0.369 -0.036
H -0.023 3.000 -0.231 0.084
H -0.886 -1.471 -1.019 0.058
H 1.583 2.485 -0.827 0.084
H 0.766 -2.168 -0.972 0.125
H -3.725 0.101 0.919 -0.278
H -0.862 -1.393 1.470 0.000
H 0.436 -2.590 1.112 0.084
H 1.071 2.091 0.822 0.054
```

Values from the calculation:
Highest occupied orbital energy: -8.9027 eV
Net charge: 0
LUMO: -4.561 eV

=====

Entry b
C4H9NOS2 | wB97M-V/def2-TZVPD

The geometry in XYZ format:
```
17
Properties=species:S:1:pos:R:3:lowdin_charge:R:1
S -0.095 -2.442 1.145 0.433
S 1.731 -1.666 1.554 0.329
O -1.400 0.923 -2.015 0.025
N 0.433 1.415 -0.874 0.022
C -0.771 0.787 -0.963 -0.513
C -1.342 -0.128 0.109 -0.146
C -0.863 -1.594 -0.171 -0.586
C 1.145 1.710 0.371 -0.084
H -1.743 -2.196 -0.429 0.079
H 2.394 -2.633 0.891 -0.190
H 0.902 2.724 0.702 0.083
H -0.279 -1.705 -1.087 0.083
H 2.207 1.559 0.233 0.077
H 0.682 1.141 1.169 0.045
H -1.184 0.060 1.167 0.089
H 0.578 2.018 -1.670 0.139
H -2.396 0.029 -0.131 0.115
```

Values from the calculation:
SMILES string: CNC(=O)CCSS
Highest occupied orbital energy: -9.1952 eV
Net charge: 0
LUMO: 0.508 eV

=====

Entry c
C4H9NOS2 | wB97M-V/def2-TZVPD

The geometry in XYZ format:
```
17
Properties=species:S:1:pos:R:3:lowdin_charge:R:1
S 0.222 -0.918 -2.405 0.296
S -1.308 0.151 -1.506 0.420
O 1.952 0.739 0.801 0.074
N 0.798 -0.718 2.140 -0.005
C -0.249 -0.999 3.174 -0.082
C -0.554 0.924 1.033 -0.198
C 0.909 0.355 1.242 -0.500
C -0.647 1.446 -0.376 -0.541
H -1.239 0.126 1.282 0.085
H -0.385 1.810 1.686 0.138
H 0.256 -1.317 4.087 0.079
H 1.571 -1.328 2.362 0.120
H -0.619 -0.026 3.495 0.078
H 0.255 1.882 -0.836 0.087
H -0.978 -1.730 2.823 0.083
H 0.564 -0.227 -3.507 -0.204
H -1.402 2.234 -0.304 0.070
```

Values from the calculation:
SMILES string: CNC(=O)CCSS
Highest occupied orbital energy: -9.0674 eV
Net charge: 0
LUMO: 0.590 eV

=====

Verdict on stability: entry b comes out on top.